No. 1
Formula: C31H33F10KN6O8P2
Source: the Open Molecules 2025 dataset
Level of theory: the ωB97M-V functional and the def2-TZVPD basis

Calculated values
HOMO-LUMO gap ... 5.54 eV
Net charge ... -2
E_LUMO ... 3.93 eV
DFT total energy ... -4413.1863 Eh
HOMO ... -1.61 eV

Geometry as XYZ:
```
91
Properties=species:S:1:pos:R:3:lowdin_charge:R:1
K -0.2706 -0.7727 0.8264 0.774
C -2.2443 1.3376 -0.8153 -0.107
N -0.8672 1.6187 -0.4211 -0.258
C -0.0367 1.8930 -1.5905 -0.184
C 0.1635 0.6644 -2.5063 -0.225
N 1.4001 -0.0171 -2.1844 0.035
C 2.3830 -0.1745 -3.0299 -0.227
C 2.5244 0.1985 -4.4159 -0.142
F 1.5037 0.8216 -5.0767 0.024
C 3.6556 -0.0335 -5.1672 -0.189
F 3.6864 0.3677 -6.4556 0.071
C 4.7653 -0.6701 -4.6470 -0.187
F 5.8833 -0.8785 -5.3936 0.044
C 4.6942 -1.0756 -3.3187 -0.180
F 5.7580 -1.7043 -2.7773 0.075
C 3.5761 -0.8476 -2.5647 -0.164
F 3.5934 -1.2731 -1.2860 0.069
C -0.9180 2.7385 0.5134 -0.197
C 0.3972 3.2471 1.0835 -0.168
N 1.0207 2.3125 2.0091 0.077
C 2.1056 2.6259 2.7538 -0.113
C 2.6193 1.6833 3.6709 -0.134
F 2.0285 0.4909 3.7607 0.119
C 3.7222 1.9106 4.4618 -0.152
F 4.1403 0.9654 5.3099 0.110
C 4.4120 3.1088 4.3844 -0.163
F 5.4892 3.3398 5.1542 0.089
C 3.9628 4.0519 3.4868 -0.161
F 4.6103 5.2219 3.3852 0.098
C 2.8481 3.8223 2.6989 -0.131
F 2.5129 4.8235 1.8568 0.072
H -2.6916 2.2048 -1.3373 0.089
H -2.2852 0.4760 -1.4782 0.055
H -2.8311 1.1211 0.0763 0.062
H -0.4592 2.7379 -2.1720 0.115
H 0.9584 2.1749 -1.2497 0.106
H -0.6436 -0.0520 -2.3278 0.075
H 0.0716 0.9983 -3.5422 0.095
H -1.3937 3.6103 0.0236 0.120
H -1.5527 2.4342 1.3501 0.115
H 1.0938 3.4895 0.2797 0.108
H 0.1557 4.1852 1.5944 0.119
C 0.0044 -1.9566 3.9835 -0.078
C -1.4851 -1.8876 3.6956 -0.555
O -2.2247 -2.3066 4.8704 -0.104
P -2.0165 -0.1662 3.2241 0.337
O -3.1001 0.1717 4.3943 -0.150
O -0.8606 0.7863 3.3116 -0.331
O -2.7622 -0.1540 1.9176 -0.370
P -1.9718 -3.0585 2.3392 0.298
O -3.5589 -2.7057 2.2201 -0.196
O -1.8560 -4.4461 2.8784 -0.330
O -1.2758 -2.7083 1.0543 -0.481
H 0.3053 -1.1642 4.6677 0.075
H 0.5668 -1.8523 3.0583 0.034
H 0.2333 -2.9286 4.4258 0.087
H -2.4208 -3.2480 4.7234 0.076
H -2.9817 -0.4815 5.1052 0.049
H 0.3827 1.6007 2.4132 0.076
H -3.5665 -1.7376 1.9867 0.027
N -2.2808 -6.4334 -3.8663 0.136
C -2.4998 -5.5179 -3.2037 -0.203
C -2.8059 -4.3815 -2.3986 -0.226
C -3.7395 -4.4742 -1.3628 -0.007
C -4.0265 -3.3438 -0.6308 -0.044
C -3.3633 -2.1620 -0.9431 -0.118
N -2.4840 -2.0606 -1.9356 0.100
C -2.2084 -3.1458 -2.6416 -0.094
H -4.2078 -5.4237 -1.1392 0.119
H -4.7142 -3.3742 0.1993 0.102
H -3.5500 -1.2559 -0.3768 0.102
H -1.4775 -3.0350 -3.4368 0.125
O 1.8081 -1.8725 1.1655 -0.089
C 2.0426 -2.9991 0.7468 -0.469
C 1.7258 -3.4312 -0.6664 -0.084
C 0.6653 -4.5421 -0.7433 -0.176
C 1.1927 -5.9513 -0.4783 -0.209
C 1.7198 -6.1569 0.9412 -0.184
C 2.9462 -5.2892 1.2391 -0.187
N 2.6293 -3.9113 1.5622 0.089
H 2.6484 -3.7533 -1.1598 0.124
H 1.3755 -2.5360 -1.1814 0.101
H 0.2404 -4.5265 -1.7501 0.098
H -0.1438 -4.3094 -0.0482 0.094
H 1.9931 -6.1854 -1.1920 0.108
H 0.3843 -6.6653 -0.6586 0.105
H 1.9974 -7.2079 1.0721 0.101
H 0.9281 -5.9184 1.6573 0.119
H 3.6181 -5.3128 0.3743 0.116
H 3.4914 -5.6954 2.0906 0.111
H 2.7242 -3.6109 2.5188 0.143
```

***

No. 2
Formula: C51H55F5O9
Source: the Open Molecules 2025 dataset
Level of theory: the ωB97M-V functional and the def2-TZVPD basis

Calculated values
HOMO-LUMO gap ... 9.50 eV
SMILES string ... COC(=O)OC.COC(=O)OC.COC(=O)OC.Fc1ccccc1.Fc1ccccc1.Fc1ccccc1.Fc1ccccc1.Fc1ccccc1.c1ccccc1.c1ccccc1
E_LUMO ... 0.38 eV
DFT total energy ... -3152.7050 Eh
HOMO ... -9.12 eV

Geometry as XYZ:
```
120
Properties=species:S:1:pos:R:3:lowdin_charge:R:1
C -3.3631 -5.9024 -30.4969 -0.027
O -2.4420 -6.9324 -30.7809 0.049
C -1.6611 -6.8734 -31.7622 -0.602
O -1.4894 -5.8258 -32.4151 0.077
O -1.0219 -8.0631 -31.9304 -0.001
C 0.0505 -8.2181 -32.8209 -0.069
H -4.3820 -6.0308 -30.8620 0.096
H -3.1148 -4.9422 -30.9492 0.095
H -3.4614 -5.8598 -29.4121 0.099
H 0.2850 -9.2477 -33.0910 0.092
H 0.9619 -7.6775 -32.5654 0.100
H -0.2794 -7.8694 -33.7995 0.091
C -9.9290 -9.4186 -28.3796 -0.075
O -8.7684 -9.6681 -29.1241 -0.019
C -8.6591 -10.8585 -29.8108 -0.568
O -9.4794 -11.7217 -29.8925 0.144
O -7.4250 -10.8743 -30.3345 0.002
C -6.9515 -12.0942 -30.9100 -0.048
H -10.8480 -9.6338 -28.9248 0.091
H -10.0268 -8.3583 -28.1464 0.095
H -9.9615 -10.0732 -27.5086 0.099
H -6.7192 -12.8640 -30.1741 0.097
H -6.1395 -11.9604 -31.6248 0.094
H -7.7086 -12.6041 -31.5058 0.087
C -5.6360 -9.5323 -17.0294 -0.100
O -5.8869 -9.6736 -15.6911 -0.014
C -5.2437 -10.6385 -14.9592 -0.583
O -4.4124 -11.3756 -15.4036 0.142
O -5.6477 -10.4421 -13.7224 -0.007
C -5.1292 -11.1220 -12.5923 -0.021
H -4.6432 -9.7311 -17.4330 0.095
H -5.9351 -8.5346 -17.3507 0.097
H -6.2465 -10.2754 -17.5425 0.096
H -4.8649 -12.1352 -12.8951 0.095
H -5.8494 -11.1649 -11.7753 0.097
H -4.2448 -10.5146 -12.4000 0.104
F 6.2914 -17.1121 -22.4068 0.112
C 7.0459 -16.3597 -21.6870 -0.317
C 7.4916 -16.9905 -20.5015 -0.010
C 8.4534 -16.3818 -19.7059 -0.086
C 8.9100 -15.1092 -20.0287 -0.116
C 8.5504 -14.5346 -21.2174 -0.100
C 7.5470 -15.0945 -22.0237 -0.005
H 7.1322 -17.9783 -20.2538 0.111
H 8.8462 -16.8528 -18.8169 0.101
H 9.6580 -14.6261 -19.4175 0.099
H 8.9199 -13.5453 -21.4439 0.102
H 7.2594 -14.5346 -22.9013 0.108
F 1.6564 -16.5751 -33.7396 0.039
C 0.8764 -17.0838 -34.7550 -0.278
C 1.0320 -18.3730 -35.1974 -0.030
C 0.1095 -18.9288 -36.1093 -0.063
C -0.9252 -18.1476 -36.7539 -0.064
C -1.0021 -16.8177 -36.3054 -0.080
C -0.1442 -16.3336 -35.2795 -0.028
H 1.7516 -19.0492 -34.7600 0.113
H 0.2967 -19.9549 -36.3896 0.092
H -1.4991 -18.4703 -37.6100 0.093
H -1.7880 -16.1311 -36.5834 0.096
H -0.2430 -15.3132 -34.9397 0.111
F -6.9067 -14.0162 -22.1828 0.074
C -6.6037 -15.2975 -22.0978 -0.287
C -6.7451 -16.0805 -23.3109 0.021
C -6.3635 -17.4415 -23.2353 -0.098
C -5.9536 -17.9957 -22.0722 -0.138
C -5.8104 -17.2367 -20.9760 -0.099
C -6.1191 -15.8640 -20.9380 -0.008
H -6.9929 -15.7171 -24.2973 0.103
H -6.5450 -18.0154 -24.1321 0.103
H -5.7227 -19.0493 -22.0175 0.108
H -5.5164 -17.6713 -20.0319 0.106
H -6.0723 -15.3048 -20.0152 0.114
F -5.4181 -3.3888 -20.6861 0.071
C -4.1492 -3.6604 -20.9959 -0.293
C -3.1012 -3.3063 -20.1330 -0.013
C -1.7918 -3.6099 -20.4696 -0.098
C -1.5170 -4.3686 -21.5718 -0.102
C -2.5580 -4.7571 -22.4090 -0.079
C -3.8667 -4.4288 -22.1055 -0.027
H -3.3701 -2.7174 -19.2686 0.112
H -1.0238 -3.1896 -19.8373 0.106
H -0.5133 -4.7224 -21.7556 0.103
H -2.3429 -5.3939 -23.2544 0.103
H -4.7552 -4.8674 -22.5350 0.117
F 5.8456 -16.6254 -28.3707 0.045
C 6.2187 -17.7884 -28.9539 -0.286
C 5.2420 -18.7082 -29.0725 -0.036
C 5.5734 -19.9511 -29.5920 -0.075
C 6.8445 -20.0965 -30.1440 -0.097
C 7.7986 -19.0726 -30.1892 -0.078
C 7.4740 -17.8724 -29.5892 -0.014
H 4.3576 -18.5810 -28.4658 0.121
H 4.8796 -20.7712 -29.4807 0.105
H 7.0611 -21.1180 -30.4196 0.095
H 8.7881 -19.0384 -30.6204 0.104
H 8.0849 -16.9820 -29.6058 0.115
C -1.1952 -12.7002 -26.9092 -0.106
C -0.1710 -13.5654 -26.5554 -0.098
C 0.1183 -13.7668 -25.2231 -0.095
C -0.6046 -13.0376 -24.2819 -0.091
C -1.5923 -12.1158 -24.6408 -0.092
C -1.8752 -11.9881 -25.9681 -0.122
H -1.4181 -12.6161 -27.9626 0.101
H 0.3197 -14.2125 -27.2673 0.100
H 0.7899 -14.5474 -24.8973 0.100
H -0.4320 -13.1523 -23.2220 0.095
H -2.1271 -11.5193 -23.9165 0.102
H -2.6191 -11.3061 -26.3527 0.103
C 4.2481 -7.4292 -16.3916 -0.100
C 3.5218 -7.9590 -17.4300 -0.086
C 4.1886 -8.7901 -18.3470 -0.078
C 5.5025 -9.1308 -18.1062 -0.130
C 6.2405 -8.5928 -17.1353 -0.114
C 5.5747 -7.7910 -16.2472 -0.106
H 3.8001 -6.9070 -15.5592 0.101
H 2.4622 -7.7694 -17.5177 0.099
H 3.6781 -9.2533 -19.1785 0.099
H 5.9547 -9.8580 -18.7643 0.105
H 7.2630 -8.8538 -16.9056 0.109
H 6.1523 -7.4769 -15.3903 0.100
```

***

No. 3
Formula: C11H21N2
Source: the Open Molecules 2025 dataset
Level of theory: the ωB97M-V functional and the def2-TZVPD basis

Calculated values
HOMO-LUMO gap (alpha / beta) ... 6.35 / 6.35 eV
Net charge ... +1
E_LUMO (alpha / beta) ... -5.93 / -5.93 eV
DFT total energy ... -540.8155 Eh
HOMO (alpha / beta) ... -12.28 / -12.28 eV

Geometry as XYZ:
```
34
Properties=species:S:1:pos:R:3:nbo_charge:R:1
C 3.6005 1.6467 -0.3996 0.001
C -2.4309 -0.1198 -0.1066 0.436
C -1.2815 0.4287 0.4560 0.074
C 1.0886 0.0109 0.3626 -0.098
C 1.4507 0.9011 -1.0770 0.010
C -2.3666 -1.3773 -0.9191 -0.693
C -3.7039 0.5479 0.0258 -0.725
C -1.2610 1.8124 1.0612 -0.679
C 1.2599 0.0684 -2.2885 -0.629
C 1.5419 -1.9825 1.8347 -0.633
C 1.7626 -1.4373 0.4825 -0.383
N -0.2296 -0.1561 0.0084 -0.205
N 2.5655 1.6308 -1.0729 -0.377
H 4.4931 2.3421 -0.6618 0.201
H 3.8004 1.0241 0.4677 0.151
H 1.3461 0.5833 1.2244 0.196
H 0.6895 1.6762 -0.9930 0.201
H -2.2378 -2.1364 -0.2620 0.266
H -1.4660 -1.4263 -1.6312 0.277
H -3.2430 -1.6410 -1.4796 0.247
H -4.4927 -0.0633 0.2291 0.266
H -3.9792 1.1352 -0.9052 0.306
H -3.7265 1.3615 0.7424 0.247
H -1.4215 2.4900 0.2109 0.241
H -2.0628 1.9801 1.7814 0.246
H -0.1574 1.9724 1.4373 0.243
H 0.1963 -0.4253 -2.4547 0.223
H 2.0049 -0.6834 -2.2788 0.225
H 1.4725 0.6162 -3.2712 0.257
H 0.5205 -1.6923 2.3005 0.203
H 2.2185 -1.4842 2.5947 0.226
H 1.5856 -3.1083 1.7515 0.247
H 1.1102 -1.9870 -0.3599 0.219
H 2.7618 -1.2791 0.2504 0.214
```

***

No. 4
Formula: C19H13CsN7OS5Se
Source: the Open Molecules 2025 dataset
Level of theory: the ωB97M-V functional and the def2-TZVPD basis

Calculated values
HOMO-LUMO gap ... 2.69 eV
Net charge ... -1
E_LUMO ... 0.44 eV
DFT total energy ... -5603.0226 Eh
HOMO ... -2.26 eV

Geometry as XYZ:
```
47
Properties=species:S:1:pos:R:3:nbo_charge:R:1
Cs -0.5666 -0.3727 0.2678 0.909
S 5.9488 -4.4953 2.6174 -0.231
C 4.5346 -3.9185 2.0092 -0.566
S 4.3929 -3.2232 0.4281 0.428
C 2.6708 -2.8162 0.4887 -0.437
C 2.0216 -3.1494 1.6533 -0.417
S 0.3983 -2.8927 2.0131 -0.527
S 3.0368 -3.9376 2.8782 0.432
S 2.0060 -2.0738 -0.8724 -0.600
Se -2.1779 8.4308 0.3461 0.914
N -1.5249 7.3480 -0.9125 -0.639
C -1.3893 6.1374 -0.3850 0.199
C -0.8947 5.0020 -1.0983 -0.132
C -0.4982 5.0855 -2.4376 -0.126
C -0.0407 3.9557 -3.0739 -0.251
C 0.0090 2.7619 -2.3444 0.072
N -0.3472 2.6589 -1.0872 -0.394
C -0.7967 3.7434 -0.4434 0.157
C -1.1828 3.6189 0.9433 0.254
N -1.0688 2.4241 1.5412 -0.425
C -1.4113 2.3068 2.8021 0.066
C -1.8975 3.3609 3.5818 -0.248
C -2.0263 4.5961 2.9928 -0.121
C -1.6689 4.7525 1.6495 -0.138
C -1.7776 6.0120 0.9822 0.115
N -2.2273 7.1221 1.5561 -0.618
H -0.5627 6.0415 -2.9346 0.231
H 0.2735 3.9829 -4.1066 0.222
H 0.3572 1.8474 -2.8108 0.205
H -1.2936 1.3194 3.2362 0.208
H -2.1609 3.2009 4.6178 0.225
H -2.3927 5.4573 3.5324 0.232
C -1.9271 -3.5877 -4.9163 -0.407
N -2.0531 -2.8429 -3.6945 -0.413
C -3.3044 -2.6391 -3.0146 -0.324
C -2.8974 -1.5693 -1.9666 0.660
O -3.6417 -1.0834 -1.1483 -0.611
N -1.5832 -1.2935 -2.1450 -0.674
C -1.1259 -2.0319 -3.1346 0.661
N 0.1268 -1.9344 -3.6001 -0.780
H -2.8937 -3.6059 -5.4209 0.207
H -1.6125 -4.6191 -4.7310 0.202
H -1.2014 -3.1070 -5.5733 0.205
H -3.6630 -3.5499 -2.5270 0.222
H -4.0839 -2.2562 -3.6800 0.207
H 0.7841 -1.5105 -2.9572 0.448
H 0.4991 -2.7092 -4.1268 0.399
```